1.
Entry from the Open Molecules 2025 dataset: a structure of composition C22H46BaN2O6 at a distorted geometry (the ωB97M-V functional and the def2-TZVPD basis).

charge	-2
multiplicity	1

CARTESIAN COORDINATES (ANGSTROEM)
Ba1 1.53085 0.30469 0.29769
O1 -0.03313 3.61454 3.73745
O2 0.04308 1.00213 -1.41355
O3 3.09735 -4.26480 -2.48045
O4 1.51529 -1.89149 -0.31732
O5 -0.23385 1.98584 0.88636
O6 1.16130 -2.28684 1.92108
N1 0.32148 -1.40396 2.52751
N2 -0.37580 1.73662 -2.60177
C1 1.16402 0.09397 -3.74648
C2 1.29741 -2.91937 4.27548
C3 0.70668 1.59707 -3.62719
C4 -1.68728 -3.09900 2.63966
C5 -2.06140 -0.11201 -2.80146
C6 0.29080 3.28114 1.20640
C7 0.14331 2.27741 -4.91871
C8 -1.75672 1.42972 -2.83514
C9 2.77302 -2.73204 -0.64047
C10 0.80083 3.55475 2.69443
C11 0.65084 -1.54250 3.96208
C12 -2.13190 2.09526 -4.22300
C13 -1.18448 1.70013 -5.28438
C14 1.95166 2.34413 -3.14662
C15 -1.39557 -1.62940 0.74264
C16 -2.00204 -0.59896 2.97353
C17 -1.16670 -1.67818 2.30131
C18 -2.52793 2.12427 -1.71201
C19 -1.38337 -0.18440 4.31735
C20 -0.53391 -1.31704 4.88453
C21 2.74617 -2.98624 -2.10278
C22 1.73375 -0.46587 4.12815
H1 1.62104 -2.91920 -2.39131
H2 -0.74600 0.66987 4.09943
H3 -1.12534 -0.65295 0.36002
H4 -0.46823 4.01469 0.91861
H5 -0.05674 -1.12546 5.85782
H6 -2.16475 0.24076 2.29400
H7 -2.72493 -3.15022 2.34330
H8 -3.14348 1.79976 -4.43709
H9 -1.07758 0.60107 -5.28639
H10 -3.62863 2.30610 -1.87645
H11 1.59368 3.27749 -2.75641
H12 2.35742 -0.62733 5.01070
H13 1.41391 0.57099 4.13945
H14 -1.12358 -2.22630 5.07224
H15 0.77243 -3.73096 3.73636
H16 -2.13620 0.28881 4.93848
H17 2.87413 -3.70868 -0.11284
H18 2.51106 1.68727 -2.47273
H19 -1.65881 -3.41952 3.67293
H20 3.82415 -2.26304 -0.37424
H21 2.36204 -0.49877 3.25124
H22 3.30731 -2.18364 -2.63640
H23 2.24087 0.01234 -3.89353
H24 -3.00736 -0.95554 3.11478
H25 -1.84929 -0.48518 -1.82870
H26 1.26222 -3.10375 5.35900
H27 -1.42826 -0.53558 -3.55742
H28 -2.13941 3.19575 -4.11840
H29 0.59045 -0.41803 -4.52800
H30 1.14663 3.43108 0.52598
H31 -2.44580 -1.85007 0.58161
H32 2.29190 -2.90473 3.90055
H33 1.15222 -2.28465 0.89294
H34 1.02966 -0.33955 -2.73242
H35 -0.77485 -2.32002 0.18369
H36 0.10907 3.36016 -4.69498
H37 -1.14278 -3.80283 1.99813
H38 -3.10140 -0.37184 -3.00189
H39 1.62434 2.72592 2.78175
H40 -0.34365 1.82209 -0.21386
H41 0.84725 2.15568 -5.73048
H42 -2.14736 3.12454 -1.58323
H43 1.44242 4.46016 2.59173
H44 -1.56843 2.00344 -6.25644
H45 -2.40001 1.55572 -0.79123
H46 2.57498 2.54453 -3.99459

***

2.
Entry from the Open Molecules 2025 dataset: the ion C7H9O3 with charge -1 at a distorted geometry (the ωB97M-V functional and the def2-TZVPD basis).

charge	-1
energy above the lowest of the compared OMol25 structures with the same formula, charge and spin	33.2	kJ/mol
SMILES	C#C[C@H](C)[C@@](C)(O)C(=O)[O-]
multiplicity	1

CARTESIAN COORDINATES (ANGSTROEM)
O1 1.54855 2.18372 0.46673
O2 0.75000 0.05310 1.52040
O3 -0.19962 2.52836 -0.90078
C1 0.46085 1.88720 -0.03854
C2 -1.46589 0.71315 1.04925
C3 -1.15099 -2.72257 -0.01095
C4 0.02557 -0.49521 -0.88903
C5 -0.12575 0.47973 0.47818
C6 1.53414 -0.68883 -1.10516
C7 -0.56897 -1.80505 -0.51874
H1 -1.76292 0.06135 1.82399
H2 1.81747 -1.34570 -0.32996
H3 -0.64371 0.07698 -1.66172
H4 -2.18503 0.65464 0.37272
H5 1.50633 0.74837 1.32431
H6 -1.46674 1.72537 1.35740
H7 1.76130 -0.99945 -2.17147
H8 2.15952 0.28627 -0.94627
H9 -1.99410 -3.34143 0.17964

***

3.
Entry from the Open Molecules 2025 dataset: an isolated molecule of C2H8O3SSi at a distorted geometry (the ωB97M-V functional and the def2-TZVPD basis).

energy above the lowest of the compared OMol25 structures with the same formula, charge and spin	187.0	kJ/mol
SMILES	CO[SiH2]S(C)(=O)=O
multiplicity	1

CARTESIAN COORDINATES (ANGSTROEM)
S1 -1.29727 -0.29717 1.30627
Si1 -0.16972 1.32676 0.35604
O1 0.75662 0.23749 -0.93452
O2 -2.72813 -0.00861 1.18803
O3 -0.82399 -0.35640 2.69400
C1 -0.76027 -1.94490 0.70392
C2 1.74035 0.81492 -1.77563
H1 1.49812 1.89040 -2.04985
H2 -0.99732 -2.14169 -0.27299
H3 -1.30962 1.89580 -0.35607
H4 0.32876 -1.71287 0.65029
H5 2.72017 0.63015 -1.34767
H6 1.66924 0.16928 -2.74218
H7 -1.03066 -2.76011 1.31990
H8 0.40372 2.25694 1.26046

***

Number 1: E -1452.090589 hartree, HOMO-LUMO gap 4.2 eV. Number 2: E -497.826681 hartree, HOMO-LUMO gap 8.3 eV. Number 3: E -994.325051 hartree, HOMO-LUMO gap 9.9 eV.